[1]
{"formula": "C43H40N10ORuSe", "method": "ωB97M-V/def2-TZVPD", "orbital_gap_ha": [0.204, 0.108], "e_above_lowest_kj_mol": 107.46, "charge": 3, "spin_multiplicity": 6, "e_homo_ev": [-12.97, -12.97], "total_energy_ha": -4780.9049, "mol_weight_da": 892.9, "symbols": ["Ru", "C", "N", "C", "C", "C", "C", "C", "C", "N", "C", "C", "C", "C", "C", "C", "N", "C", "C", "C", "C", "C", "N", "H", "H", "H", "H", "H", "H", "H", "H", "H", "H", "H", "H", "H", "H", "H", "H", "H", "H", "C", "O", "C", "C", "C", "C", "C", "C", "C", "N", "C", "C", "N", "C", "C", "C", "C", "N", "C", "C", "N", "C", "C", "C", "C", "H", "H", "H", "H", "H", "H", "H", "H", "H", "H", "H", "H", "H", "H", "C", "N", "C", "C", "N", "C", "C", "Se", "H", "H", "H", "H", "H", "H", "H", "H"], "positions_angstrom": [[-1.20091, 1.06986, -1.42631], [-3.79675, 0.05101, -3.25434], [-2.77766, 1.08457, -3.48662], [-3.43636, 2.39613, -3.55712], [-2.70726, 3.51881, -2.86740], [-3.26122, 4.79919, -2.86560], [-2.58162, 5.83107, -2.24648], [-1.34816, 5.55998, -1.66467], [-0.87166, 4.26357, -1.70943], [-1.54397, 3.26145, -2.27840], [-1.96293, 0.81339, -4.68066], [-0.55121, 1.34684, -4.61628], [0.11760, 1.75136, -5.76838], [1.44767, 2.12719, -5.68916], [2.07492, 2.09902, -4.45320], [1.34031, 1.68810, -3.35416], [0.06904, 1.31061, -3.43937], [-4.12323, -0.07716, -1.78746], [-5.42484, -0.17319, -1.31069], [-5.62961, -0.47653, 0.02635], [-4.52549, -0.68677, 0.84186], [-3.26248, -0.50962, 0.30320], [-3.06849, -0.20091, -0.97539], [-3.40322, -0.92207, -3.56406], [-4.70647, 0.22891, -3.84277], [-4.42925, 2.32933, -3.09617], [-3.59089, 2.69199, -4.60636], [-4.21423, 4.97211, -3.34187], [-2.99245, 6.83029, -2.23025], [-0.78220, 6.33587, -1.17404], [0.09284, 4.00392, -1.28753], [-2.45693, 1.19070, -5.58626], [-1.86172, -0.27089, -4.80326], [-0.38787, 1.76021, -6.71873], [1.98970, 2.42859, -6.57301], [3.11012, 2.37800, -4.34540], [1.78831, 1.64089, -2.36709], [-6.25887, -0.02005, -1.97588], [-6.63034, -0.55992, 0.42500], [-4.64358, -0.96800, 1.87691], [-2.36746, -0.63647, 0.90763], [7.88871, -7.52357, 5.15525], [6.99729, -7.71572, 4.07404], [6.23023, -6.75276, 3.61122], [6.18484, -5.43396, 4.11634], [5.34911, -4.50529, 3.55003], [4.52272, -4.84206, 2.46164], [4.56264, -6.16040, 1.96370], [5.38985, -7.09356, 2.52052], [3.64402, -3.90011, 1.83202], [2.85533, -4.18276, 0.80673], [2.20840, -3.04469, 0.49723], [2.61371, -2.01322, 1.36531], [3.52011, -2.58072, 2.20229], [2.12050, -0.69241, 1.26971], [2.53432, 0.37162, 2.08456], [2.02931, 1.62828, 1.84361], [1.09156, 1.79597, 0.82381], [0.65009, 0.80074, 0.07625], [1.15188, -0.43443, 0.26090], [0.69993, -1.48933, -0.61662], [-0.23754, -1.18647, -1.53389], [-0.64590, -2.12327, -2.36492], [-0.15194, -3.42790, -2.35320], [0.80176, -3.77082, -1.42143], [1.24096, -2.79519, -0.51963], [8.37703, -8.48522, 5.30798], [7.35537, -7.23925, 6.06726], [8.64641, -6.76957, 4.92182], [6.80649, -5.15108, 4.95138], [5.34179, -3.50850, 3.96434], [3.92071, -6.40915, 1.13508], [5.42471, -8.10553, 2.14928], [4.00783, -2.11992, 2.95195], [3.24543, 0.20328, 2.87860], [2.34420, 2.47920, 2.42402], [0.68872, 2.77822, 0.60481], [-1.41203, -1.83661, -3.07381], [-0.52307, -4.14688, -3.06298], [1.21919, -4.76309, -1.36432], [-3.51033, 5.45388, 2.08160], [-2.96703, 4.43147, 2.93024], [-2.84945, 4.49141, 4.28498], [-2.26436, 3.33481, 4.69472], [-2.03016, 2.57819, 3.58168], [-1.42798, 1.27397, 3.53994], [-2.46202, 3.25909, 2.50016], [-2.43387, 2.75901, 0.69956], [-3.90415, 6.26321, 2.68820], [-4.31190, 5.03424, 1.47369], [-2.73886, 5.84346, 1.41412], [-3.19636, 5.33127, 4.85327], [-1.99944, 3.01527, 5.68242], [-1.08161, 1.00057, 4.53580], [-0.58825, 1.27732, 2.83919], [-2.16010, 0.53757, 3.20236]], "forces_ev_per_a": [[0.3, -0.5, -0.4], [-0.2, -0.2, 0.0], [0.3, -0.1, 0.3], [-0.2, 0.4, 0.1], [-0.2, 0.3, -0.1], [0.2, -0.2, 0.0], [0.1, -0.2, 0.0], [0.1, -0.2, -0.1], [0.3, 0.6, 0.1], [-0.2, -0.5, 0.4], [0.2, -0.2, -0.3], [0.0, 0.1, -0.4], [-0.2, -0.1, 0.3], [0.0, -0.1, 0.2], [-0.1, -0.1, 0.1], [0.5, 0.1, 0.0], [-0.4, -0.1, 0.6], [-0.6, 0.0, -0.2], [0.4, 0.0, -0.1], [0.2, 0.0, 0.1], [0.1, 0.0, -0.1], [-0.1, -0.3, 0.5], [0.4, 0.5, -0.1], [0.0, 0.1, -0.1], [0.1, 0.0, 0.1], [0.1, -0.1, -0.1], [-0.1, -0.1, 0.2], [-0.1, 0.0, -0.1], [0.0, 0.0, 0.0], [0.1, 0.0, 0.0], [0.0, 0.1, 0.1], [0.1, -0.1, 0.1], [-0.2, 0.1, 0.1], [-0.2, 0.0, -0.1], [0.0, 0.0, -0.1], [0.1, 0.0, 0.1], [0.0, 0.0, 0.0], [-0.1, -0.1, -0.1], [-0.1, 0.0, 0.0], [0.0, 0.0, 0.1], [-0.1, 0.1, 0.0], [0.3, 0.2, 0.4], [0.1, -0.7, -0.2], [-0.8, 1.0, -0.5], [0.4, -0.8, 0.1], [-0.6, -0.1, -0.7], [0.6, -0.4, 0.5], [0.0, 0.5, 0.2], [0.5, 0.0, 0.6], [-0.1, 0.1, -0.1], [-0.1, -0.3, -0.2], [0.5, 1.0, 0.9], [-0.8, -0.2, -0.9], [0.1, -0.2, 0.1], [-0.1, -0.2, -0.2], [-0.3, 0.3, -0.2], [0.1, -0.2, 0.0], [0.1, 0.5, 0.1], [-0.6, 0.3, -0.5], [0.2, -0.3, 0.1], [0.3, -0.4, 0.2], [-0.3, 0.7, 0.0], [-0.1, -0.1, -0.1], [0.2, -0.1, 0.2], [-0.3, 0.2, -0.2], [-0.1, 0.4, 0.1], [-0.1, 0.1, 0.0], [0.0, 0.0, -0.1], [-0.1, 0.0, 0.0], [0.1, 0.0, 0.1], [0.0, 0.2, 0.1], [0.0, -0.1, -0.1], [0.0, -0.1, 0.0], [0.1, -0.2, 0.0], [0.1, 0.0, 0.1], [0.0, 0.1, 0.1], [0.0, -0.1, 0.1], [0.0, 0.0, -0.1], [-0.1, -0.1, -0.1], [0.0, -0.1, 0.0], [-0.3, 0.5, -0.7], [0.5, -0.8, -0.1], [0.2, -0.3, 0.7], [-0.2, 0.6, 0.3], [-0.3, 0.7, -0.6], [0.2, -0.7, -0.2], [0.3, -0.3, 0.0], [-0.2, 0.0, -0.5], [0.0, 0.0, 0.1], [0.0, 0.1, 0.1], [0.0, 0.0, 0.1], [0.0, 0.1, 0.1], [0.0, -0.1, 0.1], [0.0, 0.1, -0.1], [-0.1, 0.0, 0.2], [0.0, 0.0, 0.1]]}

[2]
{"formula": "C2H6N5S", "method": "ωB97M-V/def2-TZVPD", "orbital_gap_ha": 0.318, "e_above_lowest_kj_mol": 306.42, "charge": 1, "e_homo_ev": -12.94, "total_energy_ha": -751.3962, "mol_weight_da": 132.2, "symbols": ["C", "C", "N", "N", "N", "N", "N", "S", "H", "H", "H", "H", "H", "H"], "positions_angstrom": [[1.99372, 0.16428, 0.07270], [-0.84407, 0.00579, -0.06963], [1.20396, 1.20953, 0.24337], [0.99492, -1.39162, 0.51458], [-0.24125, 1.17140, 0.35550], [-0.29748, -1.16786, 0.10335], [-2.10344, 0.11536, -0.58373], [3.48022, -0.01082, -0.32641], [1.41188, 1.93751, 0.90652], [1.56744, -2.12279, 0.08786], [-0.76122, 1.90705, -0.08345], [-1.02081, -1.84138, -0.09656], [-2.79789, 0.61333, -0.00684], [-2.58600, -0.58977, -1.11727]], "forces_ev_per_a": [[-2.0, -3.0, 0.7], [0.2, 0.2, 0.9], [-2.3, 2.0, 0.6], [2.2, 3.4, 0.6], [-0.2, -2.9, -0.7], [-0.8, 0.4, -1.5], [-1.1, 0.9, 0.9], [0.9, -0.2, -0.1], [1.3, 0.1, -0.1], [-1.1, -0.1, -0.7], [0.8, 1.1, -0.4], [0.7, -1.3, 0.1], [0.7, -0.1, -0.4], [0.6, -0.4, -0.1]]}

[3]
{"formula": "C18H32Cl12O6", "method": "ωB97M-V/def2-TZVPD", "orbital_gap_ha": 0.373, "e_above_lowest_kj_mol": 0.00, "e_homo_ev": -10.14, "total_energy_ha": -6678.8639, "mol_weight_da": 769.9, "symbols": ["O", "C", "O", "C", "C", "O", "H", "H", "H", "H", "O", "C", "O", "C", "C", "O", "H", "H", "H", "H", "Cl", "C", "C", "Cl", "H", "H", "H", "H", "Cl", "C", "C", "Cl", "H", "H", "H", "H", "Cl", "C", "C", "Cl", "H", "H", "H", "H", "Cl", "C", "C", "Cl", "H", "H", "H", "H", "Cl", "C", "C", "Cl", "H", "H", "H", "H", "Cl", "C", "C", "Cl", "H", "H", "H", "H"], "positions_angstrom": [[-2.03647, 2.74091, -0.57366], [-1.85662, 3.02644, -1.71541], [-2.70139, 3.79321, -2.44404], [-2.09137, 4.05171, -3.71859], [-1.07189, 2.93102, -3.83544], [-0.80812, 2.62915, -2.46246], [-2.84492, 4.09210, -4.49964], [-1.60727, 5.03010, -3.67669], [-0.14923, 3.29989, -4.28267], [-1.38885, 2.05966, -4.40572], [-6.06132, -1.37861, 2.46071], [-5.53829, -0.52252, 1.82847], [-4.91686, 0.54022, 2.36556], [-4.27944, 1.28720, 1.33240], [-4.96632, 0.77984, 0.06411], [-5.48958, -0.47695, 0.47486], [-4.30626, 2.36405, 1.46566], [-3.23193, 0.99586, 1.26196], [-4.26400, 0.67701, -0.75976], [-5.79173, 1.41058, -0.27984], [1.90477, -0.95531, 5.74067], [1.99308, 0.53015, 4.76457], [1.80194, 0.25367, 3.29249], [3.12774, -0.69090, 2.59337], [2.95120, 1.00812, 4.95942], [1.21626, 1.21414, 5.10466], [1.74953, 1.20669, 2.76930], [0.85397, -0.25423, 3.12444], [0.81100, -2.27837, -1.43550], [0.97118, -1.16969, -0.05512], [-0.14659, -0.16638, -0.05792], [-1.70741, -0.97670, 0.33030], [1.93138, -0.66745, -0.13816], [1.00682, -1.74980, 0.86395], [-0.27464, 0.27764, -1.03949], [-0.05175, 0.61806, 0.68499], [1.90207, 1.06301, -2.80777], [3.37374, 1.85053, -2.19227], [3.63134, 1.58531, -0.73760], [2.36908, 2.32924, 0.27250], [3.28096, 2.92012, -2.36812], [4.21034, 1.50653, -2.79988], [4.56813, 2.07460, -0.46533], [3.77833, 0.53208, -0.50979], [-0.86629, -4.20284, 1.73069], [-0.24940, -5.30586, 0.46882], [0.80362, -6.23476, 1.03036], [2.30650, -5.36912, 1.37867], [0.20886, -4.68029, -0.29589], [-1.11245, -5.81205, 0.04886], [0.99043, -7.05867, 0.34423], [0.45672, -6.67711, 1.96339], [-2.83681, 4.83528, 3.41687], [-1.84786, 4.73370, 1.94786], [-0.66994, 3.80462, 2.07199], [-1.13503, 2.19973, 2.68555], [-1.49217, 5.74310, 1.74875], [-2.48234, 4.41025, 1.12729], [0.13583, 4.20566, 2.68396], [-0.24648, 3.62678, 1.08293], [2.81830, -6.55124, -1.91758], [2.79508, -4.93829, -2.67446], [4.22697, -4.46848, -2.81969], [4.29351, -2.76273, -3.35406], [2.21551, -4.27304, -2.04008], [2.31605, -5.01052, -3.64688], [4.72826, -5.06660, -3.57825], [4.79254, -4.53943, -1.89685]], "forces_ev_per_a": [[0.1, 0.0, 0.1], [-0.3, 0.1, -0.4], [0.1, -0.1, -0.1], [0.0, 0.2, 0.0], [0.6, 0.7, -0.4], [-0.3, -0.3, 0.1], [-0.1, -0.3, 0.1], [0.0, -0.1, 0.1], [0.0, -0.1, 0.1], [-0.2, -0.2, 0.3], [-0.1, -0.2, 0.0], [0.0, 0.0, 0.0], [0.0, 0.5, 0.1], [0.7, -0.4, -1.0], [-0.2, 0.7, 0.0], [0.0, -0.2, 0.0], [-0.4, 0.0, 0.4], [0.0, 0.0, 0.3], [0.0, -0.3, 0.1], [0.0, 0.0, 0.2], [0.0, 0.0, 0.0], [0.1, 0.1, 0.0], [-0.4, 0.4, 0.3], [0.2, -0.1, -0.1], [0.1, -0.1, 0.0], [-0.1, -0.1, 0.0], [0.1, 0.0, -0.1], [0.1, -0.2, 0.0], [0.0, 0.0, -0.1], [0.2, 0.3, 0.4], [-0.6, -0.2, -0.1], [0.0, 0.0, -0.1], [0.0, 0.1, -0.2], [-0.2, -0.2, -0.1], [0.1, 0.1, 0.0], [0.3, 0.0, 0.1], [0.1, -0.1, 0.0], [0.2, 0.2, -0.4], [0.6, 0.2, 0.0], [-0.1, -0.2, 0.1], [-0.2, 0.0, 0.0], [0.0, -0.2, 0.1], [-0.1, 0.1, 0.0], [-0.5, -0.1, 0.1], [0.0, 0.0, 0.0], [0.4, 0.4, -0.1], [-0.8, -0.5, 0.2], [0.2, 0.1, 0.0], [-0.2, 0.0, 0.0], [0.1, -0.3, 0.1], [0.2, 0.2, -0.2], [0.1, 0.1, 0.0], [-0.1, 0.0, 0.2], [0.0, 0.1, -0.2], [0.4, -0.1, -0.2], [0.1, -0.1, 0.1], [0.1, 0.0, -0.1], [-0.1, 0.0, 0.1], [-0.2, -0.1, 0.3], [-0.2, 0.1, -0.1], [-0.1, -0.2, -0.2], [0.1, 0.3, 0.1], [0.2, -0.2, -0.2], [-0.1, 0.0, 0.0], [0.1, -0.1, 0.0], [0.0, -0.1, 0.0], [0.1, 0.1, 0.0], [-0.2, 0.0, 0.1]]}